Record 1
50
Properties=species:S:1:pos:R:3:lowdin_charge:R:1 method="wB97M-V/def2-TZVPD" homo_energy_ev=-15.26 total_charge=+2 spin_multiplicity=1 max_force_ev_per_a=6.3 homo_lumo_gap_ev=5.93 mol_weight_da=349.28
C 0.93454 2.94795 -2.35070 -0.024
C -0.31125 2.40206 -2.08816 -0.001
C -0.48345 1.30813 -1.20212 -0.247
C 0.65985 0.75207 -0.64809 -0.163
C 1.94127 1.26528 -0.92012 -0.262
C 2.06263 2.39958 -1.75977 0.005
C -1.88501 0.79952 -0.85245 -0.100
C -2.14733 -0.68345 -0.43930 -0.246
N -1.56539 -1.75066 -1.26613 -0.244
Ti 0.02681 -0.82318 0.68569 0.782
C 3.09899 0.54143 -0.25974 -0.236
P 2.41922 -1.08911 0.33874 0.841
H -1.20431 2.80654 -2.57433 0.136
H 3.04435 2.82546 -1.97303 0.133
H 1.01875 3.81052 -3.01568 0.134
H 3.50759 1.05407 0.62735 0.112
H 3.96801 0.34584 -0.90896 0.116
H -2.34438 1.40682 -0.04666 0.141
H -2.55654 0.93615 -1.71009 0.141
H -2.02233 -0.89518 0.72318 0.089
C 3.76465 -1.68087 1.38840 -0.221
C 2.56163 -2.12298 -1.15494 -0.201
H -3.24987 -0.77252 -0.45725 0.143
C -0.88403 -1.49839 -2.55756 -0.042
C -2.51449 -2.89333 -1.40733 -0.037
H 0.86358 -1.31008 2.11362 0.107
H -1.37087 -2.01767 -3.40821 0.107
H -0.80183 -0.45284 -2.87360 0.095
H 0.11436 -1.94573 -2.46978 0.063
H -2.76691 -3.18875 -2.45462 0.111
H -2.04154 -3.75894 -0.92963 0.094
H -3.48378 -2.68862 -0.92119 0.098
H 3.60661 -2.17941 -1.46884 0.080
H 2.20355 -3.13350 -0.94811 0.066
H 1.96667 -1.71925 -1.98796 0.044
H 4.71682 -1.59557 0.84893 0.078
H 3.82534 -1.08317 2.30767 0.070
H 3.62099 -2.73098 1.66375 0.068
H 0.28610 -2.13566 1.78946 0.122
C -2.42760 2.47574 3.41665 -0.042
C -2.77756 1.12797 3.40804 -0.037
C -1.90636 0.18911 2.81121 -0.129
C -0.71758 0.61655 2.22864 -0.215
C -0.32137 1.94909 2.31974 -0.083
C -1.19128 2.87604 2.92736 -0.041
H -3.12110 3.21256 3.85148 0.134
H -3.70164 0.79943 3.87139 0.121
H -2.17079 -0.87786 2.78463 0.107
H 0.64822 2.25945 1.91510 0.111
H -0.89190 3.92036 3.03327 0.124

***

Record 2
25
Properties=species:S:1:pos:R:3:lowdin_charge:R:1 method="wB97M-V/def2-TZVPD" relative_energy_kj_mol=291.8 smiles="Cc1ccc(O)cc1.CC(N)=O" homo_energy_ev=-9.38 spin_multiplicity=1 max_force_ev_per_a=6.8 homo_lumo_gap_ev=9.60 mol_weight_da=167.21
C -1.61490 1.76261 -0.38021 -0.089
C 0.63832 2.02700 0.73518 -0.042
C -0.55460 1.29220 0.53320 -0.341
C 1.61195 1.64654 1.63637 -0.056
C 1.54765 0.46256 2.31513 -0.303
C -0.67181 0.14453 1.30184 -0.089
C 0.40109 -0.42028 2.08063 -0.021
O 2.60727 -0.15988 3.10241 -0.082
H 0.76270 3.01484 0.35517 0.106
H 2.62460 2.13381 1.85978 0.149
H -2.46507 0.93497 -0.69272 0.122
H -1.18686 1.95919 -1.37002 0.076
H -1.53236 -0.69441 1.03736 0.163
H 3.13293 -0.79122 2.38374 0.185
H 0.38504 -1.44261 2.62999 0.141
H -2.13956 2.66296 0.09056 0.106
C -1.38882 -1.35006 -2.32689 -0.018
C -0.08288 -2.09779 -2.18398 -0.654
O 0.32900 -2.75880 -3.11949 0.018
N 0.74174 -1.70328 -1.25408 0.143
H -1.82384 -1.17119 -3.34329 0.093
H -1.43005 -0.40064 -1.74502 0.026
H 1.83500 -1.99990 -1.24050 0.195
H 0.58908 -1.09273 -0.45492 0.060
H -2.31562 -1.95842 -1.95025 0.111

***

Record 3
13
Properties=species:S:1:pos:R:3:lowdin_charge:R:1 method="wB97M-V/def2-TZVPD" relative_energy_kj_mol=88.6 smiles=OCCCS homo_energy_ev=-9.15 spin_multiplicity=1 max_force_ev_per_a=2.5 homo_lumo_gap_ev=9.93 mol_weight_da=92.16
C 1.81685 0.47350 0.57083 -0.283
O 2.98603 -0.27073 0.27722 -0.072
C 0.51516 -0.29431 0.31457 -0.262
C -0.72841 0.57061 0.09768 -0.570
S -2.32081 -0.18592 -0.56341 0.598
H 1.92347 0.66209 1.65894 0.126
H 1.83635 1.46764 0.04522 0.127
H 3.03463 -0.39389 -0.67652 0.084
H 0.55518 -0.88306 -0.60409 0.102
H 0.33607 -0.98336 1.16662 0.120
H -0.39139 1.31940 -0.63476 0.057
H -0.93946 1.27889 0.92578 0.076
H -2.30677 -1.63425 -0.70140 -0.104

***

Record 4
4
Properties=species:S:1:pos:R:3:lowdin_charge:R:1 method="wB97M-V/def2-TZVPD" relative_energy_kj_mol=35.6 homo_energy_ev="-3.87 / -3.87" total_charge=-1 spin_multiplicity=1 max_force_ev_per_a=5.3 homo_lumo_gap_ev="6.13 / 6.13" mol_weight_da=190.97
O 0.88647 0.84110 -0.67460 -0.531
O -0.88372 -0.11876 0.83843 -0.485
S 0.30699 -0.37378 0.09934 0.748
I -0.48125 -3.56048 -1.54355 -0.732

***

Record 5
19
Properties=species:S:1:pos:R:3:lowdin_charge:R:1 method="wB97M-V/def2-TZVPD" relative_energy_kj_mol=86.2 homo_energy_ev=-3.75 total_charge=-1 spin_multiplicity=1 max_force_ev_per_a=1.1 homo_lumo_gap_ev=6.97 mol_weight_da=245.04
I -0.06010 0.03129 -1.64777 -0.513
O 2.87235 1.21418 1.39030 0.027
C 3.74514 1.26283 0.54748 -0.610
N 3.59158 0.92236 -0.76014 0.148
C 5.13979 1.72306 0.93844 -0.034
H 2.73598 0.54782 -1.15894 -0.039
H 4.43001 0.90805 -1.30970 0.083
H 5.08557 2.06109 1.96683 0.070
H 5.50316 2.50957 0.27205 0.070
H 5.87321 0.91383 0.87715 0.071
O -3.29742 -0.73382 1.24828 0.026
C -3.90171 -1.05413 0.24802 -0.622
N -3.60580 -0.58834 -0.99494 0.136
C -5.08072 -1.99082 0.33117 -0.033
H -4.07564 -0.97421 -1.79123 0.082
H -2.72883 -0.09279 -1.15689 -0.076
H -5.27882 -2.53431 -0.60045 0.065
H -5.98796 -1.39834 0.48291 0.076
H -4.95979 -2.72730 1.11742 0.073

***

Record 6
51
Properties=species:S:1:pos:R:3:lowdin_charge:R:1 method="wB97M-V/def2-TZVPD" relative_energy_kj_mol=124.5 smiles="Cc1ccccc1S(=O)(=O)Cc1ccc(C(=O)N(C)C2CCCCC2)o1" homo_energy_ev=-8.76 spin_multiplicity=1 max_force_ev_per_a=1.4 homo_lumo_gap_ev=9.31 mol_weight_da=375.49
C -1.69730 -0.67877 -1.56009 -0.021
C -3.09444 -0.91737 -1.08507 -0.232
C -3.93745 0.08010 -0.61489 -0.233
C -5.23528 -0.19750 -0.21521 -0.072
C -5.72355 -1.48786 -0.27017 -0.068
C -4.89262 -2.50376 -0.71959 -0.064
C -3.60445 -2.21657 -1.12404 -0.030
H -2.96322 -3.00924 -1.48041 0.120
H -5.25467 -3.52014 -0.76008 0.107
H -6.73592 -1.70156 0.03555 0.106
H -5.85196 0.62324 0.11575 0.111
S -3.48625 1.80030 -0.31504 0.726
O -4.63053 2.62816 -0.58269 -0.309
O -2.24562 2.17694 -0.93919 -0.309
C -3.21620 1.80067 1.52655 -0.104
C -2.29783 0.69053 1.80584 -0.324
C -2.50246 -0.58111 2.27493 0.007
C -1.27201 -1.25141 2.13785 0.030
C -0.39626 -0.34960 1.58025 -0.168
C 0.98932 -0.64224 1.16909 -0.398
O 1.42131 -1.77230 1.36819 0.053
N 1.71999 0.31828 0.55718 -0.039
C 1.25183 1.66646 0.32797 -0.019
H 1.02675 2.16768 1.27151 0.103
H 0.35545 1.68522 -0.29440 0.085
H 2.03070 2.22788 -0.17897 0.086
C 3.06511 -0.03532 0.12275 -0.296
C 3.22229 0.06559 -1.39592 -0.142
C 4.60801 -0.43016 -1.80080 -0.198
C 5.69280 0.37794 -1.09477 -0.208
C 5.52283 0.29179 0.41917 -0.199
C 4.14047 0.79068 0.83149 -0.143
H 4.01426 0.69906 1.91202 0.123
H 4.04873 1.84642 0.56739 0.112
H 5.64223 -0.74539 0.73876 0.116
H 6.29240 0.88661 0.91539 0.109
H 6.67808 0.00362 -1.37888 0.107
H 5.62966 1.42270 -1.40867 0.114
H 4.70782 -1.48337 -1.53049 0.116
H 4.72704 -0.34845 -2.88307 0.109
H 2.45034 -0.53521 -1.88062 0.121
H 3.10132 1.09966 -1.72519 0.113
H 3.18931 -1.08404 0.41440 0.145
O -1.02778 0.83042 1.38985 0.050
H -1.04202 -2.26304 2.39938 0.122
H -3.41531 -0.97774 2.66940 0.120
H -4.18410 1.67770 1.99825 0.114
H -2.78666 2.77444 1.74639 0.119
H -0.99336 -1.23598 -0.94155 0.087
H -1.44723 0.37531 -1.53270 0.051
H -1.59358 -1.03932 -2.58279 0.096